The following is a DFT calculation (ωB97M-V with the def2-TZVPD basis set) of a gas-phase ion, C6H12N5S (charge +1).

Energy relative to the best compared isomer or geometry (same formula, charge and spin)   62.9 kcal per mole
HOMO energy (alpha / beta)   -12.164 / -12.164 eV
Total energy   -907.3787 a.u.
Net charge   +1
Frontier orbital gap (alpha / beta)   6.2 / 6.2 eV
SMILES   [H]/N=N/C1=[NH+]C(=S)N(C)N[C@H](C)C1

Each line ends with the Löwdin charge.
Cartesian coordinates (Å):
H  -1.600  0.097  -1.607  0.1333
N  -0.894  -1.121  -0.054  0.0276
H  2.079  -0.309  1.886  0.1771
C  0.022  -0.791  -2.279  -0.0469
N  2.532  0.738  -0.230  0.0968
C  -0.024  -0.110  2.062  -0.8535
N  3.367  0.901  -1.050  0.2780
N  -1.102  -0.613  1.276  -0.1629
H  3.953  1.747  -0.997  0.1436
H  -2.977  -0.490  0.673  0.0780
C  -0.689  -0.148  -1.136  -0.3251
H  0.678  -0.020  -2.789  0.1079
H  -0.186  -1.815  0.100  0.1254
H  -0.362  1.577  0.271  0.1203
C  0.157  1.045  -0.527  0.0036
C  -2.476  -0.239  1.567  -0.0350
H  -0.581  -1.058  -3.062  0.0540
C  1.388  0.426  0.202  -0.1860
H  0.732  -1.618  -2.118  0.1022
S  -0.124  0.113  3.685  0.7596
H  -2.548  0.817  1.674  0.0880
N  1.170  -0.101  1.454  0.0791
H  -2.952  -0.882  2.258  0.0864
H  0.439  1.853  -1.262  0.1486

Force components x, y, z for each atom (eV/Å):
H -1.399 1.240 0.415
N -0.503 0.231 1.509
H -1.202 -0.063 0.859
C 3.823 1.088 -0.429
N -0.096 1.273 0.407
C -4.042 -2.042 1.354
N 1.347 -1.285 -1.693
N 1.620 1.127 -0.138
H -0.327 0.291 0.667
H -0.709 -0.078 -1.198
C 2.110 -0.319 1.678
H -0.604 -0.583 0.600
H 0.423 -0.319 -0.869
H -0.240 -0.107 -0.009
C 0.178 0.199 -0.773
C 0.775 -0.419 -1.065
H -1.895 -1.019 -1.598
C -2.754 0.644 0.924
H -0.429 0.122 0.572
S -0.077 0.349 -0.576
H -0.319 0.744 0.855
N 4.558 0.216 -3.563
H -0.170 -0.125 1.495
H -0.067 -1.168 0.574